78
Properties=species:S:1:pos:R:3 method="wB97M-V/def2-TZVPD" e_homo_ev=-3.15 charge=-2 e_tot_ha=-4939.17164
Rb -2.730 2.572 0.117
O -4.504 1.950 1.980
C -4.421 3.173 2.473
O -5.314 3.985 2.500
C -3.036 3.541 3.027
O -2.078 2.563 2.692
C -0.731 3.015 2.571
C 0.076 1.949 1.806
O 1.229 1.732 2.212
O -0.514 1.444 0.813
H -5.320 1.790 1.389
H -3.135 3.647 4.116
H -2.772 4.522 2.616
H -0.280 3.186 3.554
H -0.682 3.947 1.986
Cl -2.126 7.273 2.098
C -1.349 6.917 0.532
C -1.576 5.691 -0.045
C -0.916 5.501 -1.235
Cl -1.127 3.940 -2.076
C -0.082 6.432 -1.845
Cl 0.736 6.102 -3.344
C 0.099 7.664 -1.222
Cl 1.120 8.867 -1.938
C -0.547 7.915 -0.014
Cl -0.327 9.455 0.765
O -6.333 1.377 0.512
N -6.258 1.537 -0.739
O -5.211 2.105 -1.059
C 0.155 -3.117 0.075
P 0.001 -1.271 0.343
C -1.653 -1.058 -0.434
C -1.922 -0.309 -1.573
C -3.194 -0.281 -2.125
C -4.241 -0.960 -1.521
C -4.001 -1.673 -0.358
C -2.719 -1.720 0.172
C 1.163 -0.813 -1.020
C 1.130 -1.414 -2.280
C 2.026 -1.050 -3.272
C 2.982 -0.075 -3.015
C 3.028 0.522 -1.764
C 2.126 0.160 -0.770
P 1.262 -3.673 1.403
C 1.780 -5.352 0.849
C 2.951 -5.911 1.367
C 3.338 -7.198 1.041
C 2.554 -7.970 0.192
C 1.386 -7.435 -0.324
C 1.004 -6.138 0.001
C 2.714 -2.670 0.906
C 3.391 -2.851 -0.300
C 4.414 -1.997 -0.671
C 4.769 -0.938 0.157
C 4.093 -0.736 1.350
C 3.070 -1.601 1.721
H 0.532 -3.398 -0.907
H -0.825 -3.576 0.230
H -1.131 0.269 -2.039
H -3.379 0.319 -3.008
H -5.243 -0.885 -1.922
H -4.816 -2.166 0.156
H -2.553 -2.261 1.099
H 0.376 -2.160 -2.505
H 1.972 -1.521 -4.246
H 3.677 0.223 -3.790
H 3.763 1.289 -1.555
H 2.159 0.628 0.209
H 3.572 -5.317 2.028
H 4.255 -7.603 1.450
H 2.856 -8.977 -0.067
H 0.767 -8.024 -0.989
H 0.094 -5.735 -0.421
H 3.104 -3.664 -0.958
H 4.920 -2.140 -1.617
H 5.552 -0.254 -0.145
H 4.336 0.107 1.980
H 2.510 -1.415 2.627

19
Properties=species:S:1:pos:R:3 method="wB97M-V/def2-TZVPD" e_homo_ev=-9.06 smiles="N[C@@H](CO)CC=O.O" charge=0 e_tot_ha=-439.44161
C 0.123 -1.201 -1.372
O 0.325 -2.567 -1.728
C 0.504 -0.967 0.091
C 1.390 0.293 0.306
C 0.872 1.467 1.065
O 1.390 2.552 0.947
N -0.664 -1.030 0.926
H 0.768 -0.651 -2.059
H -0.919 -0.937 -1.510
H -0.408 -3.140 -1.491
H 1.156 -1.743 0.325
H 2.337 0.100 0.812
H 1.756 0.735 -0.612
H 0.042 1.401 1.791
H -0.633 -1.393 1.862
H -1.190 -0.168 0.890
H -2.589 2.317 -0.338
H -3.461 1.161 -0.812
O -2.830 1.411 -0.126

15
Properties=species:S:1:pos:R:3 method="wB97M-V/def2-TZVPD" e_homo_ev="-14.58 / -12.87" charge=+1 e_tot_ha=-266.87662
C -1.068 -0.165 0.157
C 0.874 -0.081 0.052
C -2.463 -0.068 0.290
C 2.319 0.094 0.393
N -0.160 0.848 0.304
N -0.156 -1.054 -0.174
H 1.110 0.024 -2.574
H -2.721 0.159 1.353
H -3.066 -0.899 -0.147
H -2.592 0.882 -0.256
H 2.536 0.170 1.463
H 2.870 0.940 -0.123
H 2.925 -0.682 0.018
H -0.371 1.837 0.410
H -0.330 -2.010 -0.126